ORCA calculation (ωB97M-V/def2-TZVPD) on 11 unconnected molecules or ions with the total composition C32H93N15O11 at a distorted geometry.

Geometry as XYZ:
```
151
C32H93N15O11, DFT ωB97M-V/def2-TZVPD
C -2.456 -2.083 -0.433
O -2.223 -3.505 -0.500
C -2.133 -4.070 -1.841
C -3.615 -4.518 -2.275
C -4.190 -5.629 -1.382
N -3.680 -4.967 -3.634
H -1.645 -1.424 -0.743
H -2.694 -1.688 0.555
H -3.278 -1.860 -1.115
H -1.781 -3.392 -2.619
H -1.482 -4.942 -1.899
H -4.257 -3.642 -2.178
H -4.233 -5.327 -0.336
H -3.635 -6.567 -1.365
H -5.233 -5.845 -1.612
H -4.647 -4.948 -3.924
H -3.279 -4.280 -4.256
C -4.851 3.943 -4.469
O -4.682 3.364 -3.216
C -4.828 1.940 -3.234
C -4.696 1.379 -1.792
C -3.408 1.763 -0.999
N -4.916 -0.037 -1.766
H -3.904 3.987 -5.007
H -5.139 4.950 -4.168
H -5.516 3.607 -5.264
H -5.747 1.604 -3.715
H -4.023 1.587 -3.879
H -5.471 1.899 -1.230
H -3.398 2.763 -0.566
H -2.611 1.577 -1.719
H -3.253 1.135 -0.122
H -4.264 -0.660 -2.222
H -5.728 -0.333 -2.288
C 3.978 -3.384 -0.314
O 2.722 -3.827 -0.937
C 2.850 -4.298 -2.337
C 2.788 -3.212 -3.398
C 1.541 -2.387 -3.333
N 3.070 -3.700 -4.722
H 4.300 -2.455 -0.786
H 4.631 -4.206 -0.607
H 4.004 -3.370 0.775
H 3.746 -4.875 -2.563
H 2.124 -5.101 -2.471
H 3.625 -2.576 -3.111
H 1.184 -2.249 -2.312
H 0.708 -2.848 -3.863
H 1.654 -1.463 -3.899
H 2.465 -3.165 -5.328
H 2.594 -4.590 -4.670
C -0.810 5.310 4.889
O -1.420 4.774 3.770
C -2.612 4.069 4.145
C -3.759 4.992 4.690
C -4.861 4.127 5.252
N -4.287 5.848 3.646
H -0.337 4.514 5.463
H -1.391 5.837 5.646
H -0.042 5.973 4.491
H -3.109 3.539 3.332
H -2.421 3.300 4.894
H -3.459 5.662 5.496
H -5.147 3.317 4.581
H -5.745 4.674 5.581
H -4.404 3.665 6.127
H -3.659 6.488 3.181
H -4.398 5.196 2.883
C 9.293 -2.331 -4.107
O 8.480 -1.149 -4.128
C 7.148 -1.303 -3.657
C 6.580 0.066 -3.167
C 5.172 0.053 -2.386
N 6.315 1.026 -4.233
H 9.876 -2.269 -5.026
H 8.753 -3.277 -4.088
H 9.967 -2.504 -3.267
H 6.622 -1.815 -4.462
H 7.094 -1.981 -2.806
H 7.379 0.463 -2.541
H 4.786 1.041 -2.135
H 5.158 -0.683 -1.582
H 4.497 -0.301 -3.165
H 7.092 0.924 -4.869
H 5.616 0.567 -4.800
C -1.989 0.255 2.350
O -1.189 0.326 1.076
C 0.186 0.674 1.414
C 1.067 0.825 0.139
C 2.541 1.006 0.534
N 0.566 1.923 -0.648
H -1.240 0.003 3.100
H -2.678 -0.585 2.263
H -2.472 1.226 2.460
H 0.147 1.511 2.111
H 0.629 -0.186 1.917
H 0.933 -0.102 -0.417
H 2.838 1.751 1.272
H 3.158 1.169 -0.350
H 2.900 0.097 1.016
H 0.981 1.881 -1.568
H -0.408 1.735 -0.837
C -0.358 -0.786 6.532
O 0.505 -1.597 5.657
C -0.230 -2.329 4.676
C 0.829 -3.341 4.126
C 1.525 -2.719 2.914
N 0.169 -4.665 4.035
H -1.133 -0.279 5.957
H 0.346 -0.202 7.125
H -0.883 -1.471 7.198
H -1.093 -2.789 5.158
H -0.684 -1.777 3.853
H 1.579 -3.476 4.906
H 0.776 -2.728 2.122
H 2.354 -3.358 2.609
H 1.870 -1.693 3.045
H 0.756 -5.208 3.418
H 0.257 -5.113 4.936
N 0.370 4.422 1.460
C 1.123 5.326 0.977
N 1.973 4.729 0.108
O 1.080 6.548 1.008
H -0.340 4.572 2.162
H 0.396 3.515 1.017
H 2.637 5.338 -0.349
H 2.070 3.724 0.090
N -0.763 3.190 -3.478
C -0.144 2.183 -4.125
N -0.339 2.241 -5.415
O 0.384 1.286 -3.517
H -1.327 3.909 -3.909
H -0.671 3.158 -2.473
H 0.076 1.597 -6.074
H -0.884 3.036 -5.715
N -5.318 -1.576 1.350
C -5.631 -0.467 1.964
N -5.780 0.473 1.050
O -5.710 -0.311 3.178
H -5.256 -2.431 1.884
H -5.348 -1.723 0.351
H -6.173 1.383 1.246
H -5.443 0.291 0.115
N 5.017 1.058 3.050
C 5.628 -0.050 2.782
N 4.947 -1.087 3.179
O 6.687 -0.132 2.202
H 4.155 0.909 3.554
H 5.465 1.953 2.916
H 5.292 -1.992 2.892
H 4.220 -0.942 3.865
```

Summary:
* energy relative to the best compared isomer or geometry (same formula, charge and spin): 625.2 kJ/mol
* net charge: 0
* multiplicity: 1
* structure (SMILES): COC[C@H](C)N.COC[C@H](C)N.COC[C@H](C)N.COC[C@H](C)N.COC[C@H](C)N.COC[C@H](C)N.COC[C@H](C)N.NC(N)=O.NC(N)=O.NC(N)=O.NC(N)=O
* LUMO level: 0.007 eV
* frontier orbital gap: 9.05 eV

Results of the Löwdin charge analysis, in e, for atoms 1 through 8:
1. C -0.0879
2. O -0.1820
3. C -0.1365
4. C -0.4413
5. C -0.0651
6. N 0.0199
7. H 0.0783
8. H 0.0561